# 1
Entry from OMol25: 3 unconnected molecules or ions with the total composition C22H37B2F2O13 (the ωB97M-V functional and the def2-TZVPD basis).

Summary:
Total charge = -1
Highest occupied orbital energy = -0.140 Ha

Structure (XYZ):
```
76
C22H37B2F2O13, DFT the ωB97M-V functional and the def2-TZVPD basis
H -0.41221 -1.66945 1.56248
H 2.67166 0.10558 -2.75861
C 7.74817 1.26044 -2.01987
H -12.37630 0.51085 -2.07339
O -4.58054 0.61162 -0.19009
C 6.56640 0.50655 -1.22071
H 6.67293 -1.30764 1.73685
C 1.51480 -0.62119 -1.00586
H 6.06092 1.23198 -0.48002
H -0.54924 2.05631 0.26303
C -1.10393 0.45771 1.68953
H -11.01281 -1.74359 -3.65792
C -7.27388 -1.50267 0.48631
H 6.96288 -0.35507 -0.57906
H 7.28533 1.71007 -2.97280
C 11.30437 2.85980 1.12748
H 6.27211 -0.81625 3.48527
H -11.72965 -0.24649 -4.28857
O -2.43464 1.35820 -0.31889
H 10.25275 4.14381 -0.32750
C -0.28641 -0.70216 0.94222
H 0.60226 -0.14166 -1.53366
C -7.12561 -2.28769 2.57215
O 9.56273 0.78009 -0.00602
O 8.26453 2.35033 -1.20577
H -0.39246 0.88913 2.49233
H -1.98041 0.00753 2.28787
F -12.65960 -1.46016 -1.80882
O -10.74979 -0.42487 -1.23135
H 2.10405 -3.18836 2.51512
O -9.91707 -0.03712 -3.29131
H 12.28742 3.43016 1.02132
C -9.67909 0.01726 -1.95051
H 4.49040 -0.43746 -0.22894
H -5.14089 3.42856 -0.05106
C -3.78314 1.56406 0.03203
H 4.54155 -2.27694 1.33691
O -7.13401 -2.33818 3.76730
C 5.41482 -0.03198 -2.21356
H 11.13155 2.18819 2.02470
C 4.50413 -1.66799 2.31116
B 2.23367 -1.40089 1.56673
H 5.10065 0.84648 -2.86432
O -7.57929 -1.22744 1.84914
C 4.18998 -0.63035 -1.32301
H 1.71512 1.20638 1.92302
H -4.92751 2.60050 1.60841
C -1.51934 1.68694 0.76362
H 4.52117 -2.40716 3.19732
C -11.83399 -0.43690 -2.13701
H -1.86278 2.53281 1.44527
H 5.75615 0.25686 2.07713
H -6.33419 -1.01054 0.21830
O -8.66103 0.40969 -1.46560
O 1.70892 1.04272 0.96211
C -4.40114 2.90156 0.62894
H 5.87416 -0.88625 -2.81190
F -6.26465 -3.41382 -0.44106
H -8.06081 -1.13759 -0.17400
O -6.66808 -3.28856 1.76709
H 8.57017 0.55460 -2.37830
H 2.85536 1.24250 -1.33966
B 1.29970 -0.34602 0.62766
C -11.17293 -0.68062 -3.45706
H -8.11878 -3.51287 0.32462
C 5.87421 -0.82524 2.40739
H 4.10408 -1.76241 -1.44618
O 1.96712 -2.84573 1.60789
C 9.33823 1.94756 -0.39438
C -7.16740 -2.99387 0.47774
C 10.33288 3.08894 0.11122
H 1.52192 -1.74114 -1.23912
H -3.58332 3.64620 0.95175
H -0.83176 -0.92263 -0.05472
C 2.80356 0.12957 -1.60765
O 3.32585 -0.83460 2.37879
```

=====

# 2
Entry from OMol25: C8H14N4O5 in the gas phase (the ωB97M-V functional and the def2-TZVPD basis).

Summary:
ΔE to the lowest compared entry with this formula, charge and spin = 120.3 kcal per mole
Total charge = 0
Structure (SMILES) = NC(=O)C[C@H](NC(=O)[C@@H](N)CC(N)=O)C(=O)O
Highest occupied orbital energy = -0.347 Ha

Structure (XYZ):
```
31
C8H14N4O5, DFT the ωB97M-V functional and the def2-TZVPD basis
O 0.91367 2.85698 -2.59550
H 1.33724 -2.57020 0.09339
C -0.15804 1.75711 -0.78157
C -0.61060 4.00025 -0.15390
H -1.99751 -5.23142 0.58329
H -1.21054 1.59899 -0.58871
N -1.12772 -5.12895 1.28046
H 0.48446 -0.54977 2.46602
H -0.78471 5.95553 -1.00255
N 0.53409 0.58974 0.04892
O -1.71257 3.95378 0.30998
N -0.06444 5.12852 -0.82435
H 0.42933 2.50823 0.97030
H 1.01540 5.15345 -1.16511
H -1.57795 -3.00942 -0.05839
C -0.22182 -4.09217 1.12494
H -0.46836 -6.12720 1.02529
C 0.52625 -1.83252 0.48015
O -0.44728 -0.90310 -1.38287
O 0.96761 -4.13173 1.48847
H -1.35564 -2.30536 1.74563
H 1.61469 -2.09201 2.20423
N 1.05858 -1.30945 1.75717
C 0.29295 1.83507 -2.28812
C 0.22839 -0.65918 -0.41802
C -0.85436 -2.73756 0.81590
O 0.26355 0.70666 -2.96645
H -0.08401 0.01221 -2.33179
H 1.34940 3.02125 -0.56603
C 0.34178 2.88034 -0.05277
H 1.31817 0.72196 0.78198
```

=====

# 3
Entry from OMol25: a molecular structure, C23H34As3Br4ClI2N2O9Sn (the ωB97M-V functional and the def2-TZVPD basis).

Summary:
ΔE to the lowest compared entry with this formula, charge and spin = 74.9 kcal per mole
Total charge = -2
Highest occupied orbital energy = -0.103 Ha

Structure (XYZ):
```
79
C23H34As3Br4ClI2N2O9Sn, DFT the ωB97M-V functional and the def2-TZVPD basis
H 6.03413 -1.48008 -0.81852
H 6.86771 -2.23586 2.79391
H 3.70152 -1.12999 -1.57704
O -4.13471 -0.36592 -1.07413
H -2.77163 -4.33162 6.11221
C -2.16860 -3.44163 1.44967
C 3.91083 -1.41745 -0.55379
C -3.58931 -3.61706 6.21226
C -3.49784 1.57168 1.35132
As -3.10811 -1.89179 5.39474
Br 0.24850 7.39590 -0.16438
Cl -3.12542 -0.95222 -1.93807
O 1.40671 2.30242 2.07745
H -0.66585 -3.77377 -1.27842
H -1.71512 -1.47142 7.48263
O -0.91797 2.29778 -0.58000
C 1.35646 2.85328 -0.68484
H -4.06139 -1.38725 1.11566
H -1.79927 -3.57448 4.05817
H -4.13921 1.61845 2.23396
C 2.02364 5.17450 -0.49050
H -2.38663 0.59465 4.05496
C 0.70836 5.56770 -0.35392
H 1.65409 -4.07102 2.00036
H -4.07117 -0.82735 2.79029
C -2.98889 -2.66896 2.49350
H -4.02424 -4.46382 3.15736
H -0.68669 0.14763 3.65915
H -0.81661 -2.50791 6.34746
H -2.96108 2.50794 1.21995
H -3.79898 -3.45830 7.27073
C -2.18419 -2.58232 3.79444
C -4.26696 -3.48323 2.73989
C -1.46455 -1.63434 6.43403
O -2.36634 0.10473 -2.57111
O -3.75097 -1.80318 -2.90749
O -2.20830 -1.73459 -1.11992
H 0.15773 -4.87848 2.52314
Br 4.12276 3.20301 -0.79328
N 1.33009 1.11830 2.33974
C -0.04759 -4.07926 -0.43869
N 2.84954 -1.55203 0.23891
As -0.32842 -2.83534 1.04000
Br -2.13087 5.06595 -0.19489
C -1.56406 0.70784 3.34594
I 2.51956 -1.95949 -5.08669
H 2.20119 -1.92448 2.14549
C 3.07453 -1.87316 1.50748
O 0.67955 0.32749 1.56064
H -4.80402 -3.63302 1.80222
H -4.08526 1.36944 0.45828
C 4.34335 -2.09061 2.02730
As -2.17219 0.16641 1.57591
O 1.89377 0.60144 3.30130
C 5.44928 -1.96497 1.19922
C -0.30528 4.59756 -0.37617
Sn -0.17832 0.39700 -0.55637
H -1.31472 -1.93533 3.64958
I 0.98673 -0.99979 -2.74162
H 0.71194 -3.38681 3.33000
H 4.45960 -2.32707 3.07790
H -2.68956 -3.41437 0.49308
C -3.44666 -1.28085 2.00954
H -4.94252 -2.97044 3.43214
H -1.28800 1.76131 3.27866
H 1.00020 -4.02137 -0.73699
O 1.58164 1.58467 -0.82759
H -4.48043 -4.02317 5.73698
C -0.00376 3.26524 -0.54664
C 5.21335 -1.61379 -0.12447
Br 3.41524 6.45987 -0.47343
H -0.29608 -5.09897 -0.13513
H -2.09855 -4.49080 1.76640
C 2.34269 3.82461 -0.65480
H -0.93461 -0.76051 6.05704
C 0.64361 -3.91084 2.37746
H 7.52346 -1.41990 1.36916
H 7.23380 -3.15510 1.33294
C 6.84468 -2.20479 1.70472
```

=====

# 4
Entry from OMol25: C5H7N in the gas phase (the ωB97M-V functional and the def2-TZVPD basis).

Summary:
ΔE to the lowest compared entry with this formula, charge and spin = 89.4 kcal per mole
Total charge = 0
Structure (SMILES) = CC1=C=NCC1
Highest occupied orbital energy (alpha / beta) = -0.298 / -0.308 Ha

Structure (XYZ):
```
13
C5H7N, DFT the ωB97M-V functional and the def2-TZVPD basis
H 1.47636 1.06490 1.26385
C 0.87371 -0.32179 -0.37464
C -1.69249 -1.00027 0.22089
C 1.40846 1.07143 0.16893
N 0.36456 2.01025 -0.35182
C -0.66610 1.28329 -0.32341
H 1.24894 -0.50001 -1.39196
H 1.17083 -1.18423 0.23769
H 2.36999 1.38253 -0.24931
H -1.30681 -1.67740 0.99262
C -0.63166 -0.06345 -0.23246
H -2.07934 -1.62812 -0.59251
H -2.53645 -0.43713 0.63213
```

=====

# 5
Entry from OMol25: 2 unconnected molecules or ions with the total composition C11H14N2 (the ωB97M-V functional and the def2-TZVPD basis).

Summary:
ΔE to the lowest compared entry with this formula, charge and spin = 17.1 kcal per mole
Total charge = 0
Structure (SMILES) = Cc1c[nH]cn1.Cc1ccccc1
Highest occupied orbital energy = -0.316 Ha

Structure (XYZ):
```
27
C11H14N2, DFT the ωB97M-V functional and the def2-TZVPD basis
C -0.11129 -2.46313 2.41062
C 1.54145 2.10045 -0.93167
C -3.27647 -2.26636 0.30971
N 1.22222 2.61260 -3.04177
N 0.17463 2.42001 -1.10302
H 1.36114 1.61469 1.15117
H 1.73745 -1.24457 2.13901
H 1.05098 -0.24981 0.13079
H -2.09455 -3.08215 2.53756
H -3.65473 -1.82396 -0.61016
H -3.88566 -2.09775 1.20586
C -1.36085 -2.60763 1.88530
H 2.32077 3.04656 0.74399
H -0.87624 2.95309 -2.86111
C 0.78690 -1.56256 1.75804
H -1.35987 -0.52403 -0.69863
C 0.04729 2.76177 -2.35689
H 1.48701 2.92411 -3.96075
C -1.85608 -1.95616 0.74522
H 3.20018 2.01217 -2.38407
C -1.00066 -1.05125 0.19232
H 3.03070 1.51473 0.55612
C 2.05665 2.04457 0.42793
H -3.28656 -3.33302 0.04419
H 0.26340 -3.04704 3.22738
C 2.16236 2.19456 -2.15445
C 0.31984 -0.88988 0.63731
```

=====

# 6
Entry from OMol25: a molecular structure, C21H31BeF5P2S (the ωB97M-V functional and the def2-TZVPD basis).

Summary:
ΔE to the lowest compared entry with this formula, charge and spin = 144.5 kcal per mole
Total charge = 0
Highest occupied orbital energy (alpha / beta) = -0.196 / -0.196 Ha

Structure (XYZ):
```
61
C21H31BeF5P2S, DFT the ωB97M-V functional and the def2-TZVPD basis
F -0.96102 -0.74068 8.80222
H -1.77890 0.26074 -1.28539
C -1.97860 -2.28568 -0.17848
H 0.26607 -1.31270 -0.71399
H 1.85873 0.06604 -4.24837
P 0.61764 -2.10112 -2.80515
P 1.21601 1.43623 -2.31071
C 0.37826 -2.35619 -1.00481
S -1.89608 -0.19129 3.85023
H 2.43271 3.45479 -1.91751
H -2.97420 -2.66349 -0.42068
C -2.00066 -0.91940 0.52173
H 3.36845 2.34355 -2.96333
H 2.65806 -2.03962 -4.14869
H 2.87002 -1.11954 0.08539
H 0.38072 2.38754 1.81242
H 0.59884 3.13300 0.12716
H -0.55401 -3.58521 -4.38009
C -0.35759 2.34494 -2.35819
C -1.30559 -0.47159 6.47331
C -1.06569 0.19919 5.22670
C -0.73821 -3.22392 -3.36674
H -0.56241 -0.90883 -4.59648
C -1.59045 0.36256 -0.20998
H 1.33805 -2.65715 -0.50545
H -3.04068 -0.79166 0.85036
H -0.79155 -4.08207 -2.69781
H -0.51280 2.95776 -1.46576
H -1.70752 -2.72244 -3.36817
H 2.39612 -3.62156 -3.31486
C 0.91615 0.49637 -3.90614
H 1.45199 -0.09253 0.59273
H 1.40194 -3.20698 -4.75711
H -0.52236 0.58383 -0.07963
H 0.58200 1.24901 -4.62290
C -0.90985 -3.09031 -0.43341
C -1.42426 2.68241 0.76704
H -1.23701 1.69388 -2.50959
C -0.11313 1.25070 5.28410
F 0.19133 1.89907 4.13751
C 1.91123 -2.79631 -3.86320
F 0.81714 1.35590 8.79634
H -2.01650 3.59629 0.97977
C -0.68205 -0.08578 7.64170
C 0.21965 0.97082 7.65571
H -1.38076 -0.96759 1.42048
H -0.24600 2.98315 -3.26051
H -3.27470 1.67501 0.47926
C -0.10911 -0.59666 -3.63666
C 2.44295 -0.08262 0.08188
C 2.37076 2.75744 -2.76331
F -2.18067 -1.49629 6.47744
H 1.92651 3.22799 -3.65438
Be 2.35157 0.05394 -1.69693
F 1.38217 2.67756 6.45171
C -0.05028 2.69641 0.87365
H -0.87632 -4.19324 -0.32460
H -0.95975 -0.27486 -2.99337
C 0.51425 1.65110 6.45578
C -2.18385 1.58343 0.38833
H 3.12324 0.64665 0.52943
```

=====

# 7
Entry from OMol25: C5H8O in the gas phase (the ωB97M-V functional and the def2-TZVPD basis).

Summary:
ΔE to the lowest compared entry with this formula, charge and spin = 114.8 kcal per mole
Total charge = 0
Highest occupied orbital energy (alpha / beta) = -0.226 / -0.197 Ha

Structure (XYZ):
```
14
C5H8O, DFT the ωB97M-V functional and the def2-TZVPD basis
H -1.15670 1.85847 0.54022
H 1.23006 -2.36529 0.19652
C 0.65825 0.75819 0.94599
H 0.25907 0.53921 -1.86183
H 0.54320 0.97312 2.01255
C -0.55602 0.55620 -1.11536
H -1.47788 0.81372 -1.64637
C -0.23428 1.53357 0.03787
C -0.65328 -0.79220 -0.40672
H 1.73301 0.88692 0.71609
O 1.39851 -1.59561 0.76155
H -1.55320 -0.78212 0.23732
C 0.46447 -0.67530 0.59155
H -0.65522 -1.70887 -1.00939
```

=====

# 8
Entry from OMol25: a molecular structure, C22H41FeN5OSi (the ωB97M-V functional and the def2-TZVPD basis).

Summary:
<S²> = 0.782
Multiplicity = 2
Total charge = +1
Highest occupied orbital energy (alpha / beta) = -0.339 / -0.347 Ha

Structure (XYZ):
```
71
C22H41FeN5OSi, DFT the ωB97M-V functional and the def2-TZVPD basis
C 0.94481 -2.70235 1.85395
N -0.87298 1.71234 -0.60857
H -2.92832 -3.56576 -0.54154
H 3.45041 -2.20533 -1.35943
H -0.66758 4.81526 0.67532
H 4.30387 0.53601 1.29130
H 4.57975 -0.89793 -1.68494
H -0.85646 -2.90938 0.31949
H 3.25966 -2.99150 0.66402
H 2.33515 -1.08963 3.63144
C -0.74572 -1.53333 -2.70831
C -0.50497 -2.61208 -1.65577
H 3.10623 1.81196 1.06760
C -1.13947 3.35178 -2.33527
H -0.78602 -3.58770 -2.07123
C 3.29484 -2.19148 1.40330
H -3.43228 1.15239 2.05474
H 1.33590 0.98967 -2.54410
H -0.98730 5.39692 -1.72542
C -1.11710 3.10722 2.81493
C -0.96245 4.36225 -1.41554
H -4.36097 -2.14249 0.81030
C 1.91290 -1.56024 1.58256
H -0.05746 -2.32897 2.05936
H 4.06315 -1.48150 1.10811
H 3.15824 -1.08479 -2.68946
C -1.11802 0.83658 -2.73128
H -1.63028 -1.74941 -3.31608
H -1.30639 3.58820 -3.37638
H 1.27949 -3.25853 2.72997
Si 2.57073 0.03486 -0.55639
C 1.97744 1.33614 -1.73905
H 2.93686 1.61636 -2.19142
H 0.10883 -1.52068 -3.39424
H 0.55737 -2.64539 -1.41187
H -2.14894 3.46574 2.79500
C -0.77529 4.03498 -0.06455
C -0.85511 2.17544 1.67158
H -3.69100 -0.00332 0.22246
C 3.51939 -1.16168 -1.66086
C -3.29035 -1.91028 0.78034
N -0.86462 -0.24974 -2.04837
H -0.46814 3.97816 2.73142
C -1.33848 0.83972 -4.21028
C 1.89371 -0.59781 2.76341
N -1.21694 -2.31435 -0.41222
Fe -0.66942 -0.03263 -0.14224
H -1.67173 0.69698 3.71697
H -0.46151 0.45657 -4.73802
O 1.47305 -0.88438 0.35235
H -2.18013 0.19752 -4.47790
C -0.75921 2.71160 0.30915
H -0.92817 2.64088 3.77805
H 2.45917 0.30849 2.56939
H 1.55489 2.23311 -1.29060
C -2.66443 -2.50392 -0.46692
C -3.06148 0.13068 2.15656
H -3.73456 -0.39026 2.84723
H 3.60338 -2.62984 2.35223
N -0.86245 0.88837 1.73278
C -1.07773 2.01700 -1.92087
C 3.70123 1.05444 0.54932
H -1.24700 -0.79984 2.88106
H 0.87598 -0.31725 3.01936
N -3.03211 -0.47829 0.82574
H 0.92951 -3.39632 1.01211
H -3.06235 -2.00973 -1.35651
H -1.54759 1.83728 -4.58503
H 4.38632 1.59753 -0.10697
H -2.84299 -2.37879 1.66276
C -1.64678 0.20448 2.74199
```

=====

# 9
Entry from OMol25: a gas-phase ion, C5H6N (charge +1) (the ωB97M-V functional and the def2-TZVPD basis).

Summary:
ΔE to the lowest compared entry with this formula, charge and spin = 91.5 kcal per mole
Total charge = +1
Structure (SMILES) = C=[N+]=c1cc1C
Highest occupied orbital energy = -0.555 Ha

Structure (XYZ):
```
12
C5H6N, DFT the ωB97M-V functional and the def2-TZVPD basis
H 1.95763 -1.35585 -0.79443
C 1.07459 0.29361 0.19475
H 0.60482 2.45327 0.58100
C 0.45110 1.45678 0.31659
H -3.40900 -0.45360 -1.13971
C 2.15157 -0.58335 -0.15477
N -1.67990 0.06715 -0.07038
H 2.31058 -1.19096 0.69730
C -0.52455 0.43981 0.16000
H 3.01076 0.13555 -0.44704
C -2.82537 -0.44583 -0.17820
H -3.12223 -0.81657 0.83488
```

=====

# 10
Entry from OMol25: a molecular structure, C4H11BrSi (the ωB97M-V functional and the def2-TZVPD basis).

Summary:
ΔE to the lowest compared entry with this formula, charge and spin = 12.4 kcal per mole
Total charge = 0
Highest occupied orbital energy = -0.318 Ha

Structure (XYZ):
```
17
C4H11BrSi, DFT the ωB97M-V functional and the def2-TZVPD basis
C 0.69871 1.22120 -1.60216
H -1.75470 -1.21157 -1.28094
H -0.34271 -1.94151 1.35160
H 0.67584 0.88972 2.47599
C -1.76925 -1.48441 -0.22764
H 1.44244 2.00763 -1.73747
C 0.56599 1.44209 1.54719
H 1.22758 2.30549 1.59919
Br 3.09645 -0.33071 0.19050
C -0.37821 -1.72541 0.29047
Si 0.95393 0.34613 0.05341
H -0.45518 1.80876 1.49875
H 0.79034 0.53607 -2.43908
H -2.37591 -2.38677 -0.12446
H -2.26133 -0.68666 0.32785
H 0.17080 -2.46725 -0.27651
H -0.28479 1.67718 -1.64670
```